(1)
The following is a DFT calculation (the ωB97M-V functional and the def2-TZVPD basis) of a structure of composition C21H34As3F3N2O2Pd at a distorted geometry.

Atoms and positions in Å:
H -2.824 -3.029 0.445
H -2.012 2.263 -3.285
N 3.479 1.435 -0.977
C -2.461 2.075 -0.379
As -1.320 0.846 -1.366
F -0.424 6.771 5.933
H -1.670 -6.869 0.871
H -2.641 -2.096 -3.150
H 1.681 -3.867 -2.644
H 4.125 1.185 -0.242
H -1.165 3.445 2.640
C -2.184 -0.842 -0.751
H 3.045 2.974 3.438
H -2.195 -5.468 -3.257
H -1.245 5.353 4.216
C 2.635 -2.418 -0.080
C 1.004 2.067 1.992
H 2.945 4.884 5.016
H -1.300 -3.249 -3.100
H -3.236 -0.741 -1.034
C -1.477 -5.808 0.706
F 1.435 6.066 6.800
F 1.474 7.424 5.112
H 2.526 -3.496 0.048
C 0.845 5.213 4.698
C -0.276 -2.565 -0.632
C -1.644 -2.277 -2.744
H -1.696 -6.896 -2.335
As 1.356 -1.706 -1.365
H -3.694 -2.946 -1.075
H -1.705 -5.267 1.621
C -0.274 3.767 3.160
H -2.135 -0.770 0.339
N 3.148 2.806 -0.829
C -1.956 1.181 -3.178
H 1.190 -2.583 -3.780
C 0.823 6.386 5.653
C 0.947 3.093 2.932
C 2.059 4.555 4.490
Pd 1.183 0.699 -0.839
C 2.117 3.500 3.614
C 2.085 3.336 -1.618
H -2.496 1.803 0.674
H -1.262 0.798 -3.922
C 1.138 1.170 1.141
C -0.319 4.825 4.037
H 3.923 3.446 -0.736
H 3.645 -2.215 -0.431
C 1.802 -2.818 -2.914
H -0.251 -2.346 0.440
As -2.591 -5.166 -0.756
H 2.491 -1.923 0.878
C -1.658 -2.213 -1.215
H -2.945 0.750 -3.326
H -0.101 -3.639 -0.752
O 2.062 4.531 -1.796
H -3.464 2.050 -0.804
H -0.429 -5.683 0.436
C -2.723 -3.180 -0.633
H -2.057 3.081 -0.482
H -0.653 -5.458 -2.343
H 3.921 1.258 -1.875
H -0.973 -1.515 -3.143
O 1.209 2.462 -2.019
C -1.686 -5.806 -2.358
H 2.847 -2.643 -3.165

Values from the calculation:
- ⟨S²⟩ = 6.042
- HOMO-LUMO gap (alpha / beta) (eV) = 7.982 / 4.434
- total energy (eV) = -223531.49062
- energy relative to the best compared isomer or geometry (same formula, charge and spin) (kJ/mol) = 135.3
- F_max (eV/A) = 1.5
- 2S+1 = 5
- total charge = +2

=====

(2)
The following is a DFT calculation (the ωB97M-V functional and the def2-TZVPD basis) of a structure of composition C11H23MgN3OP2 at a distorted geometry.

Atoms and positions in Å:
N 0.642 -1.766 0.045
H -0.826 4.086 0.313
H 0.350 -3.781 -0.134
H -3.642 -1.697 0.851
C 2.183 1.906 -0.422
O -1.055 0.644 -1.042
C 0.067 0.106 5.287
C -1.035 -0.549 -3.270
C 2.102 -1.782 -0.234
C -1.650 -2.765 -0.052
H 1.956 4.009 -0.343
H 0.387 0.845 -2.456
N 1.801 0.687 -0.150
C 1.450 3.067 -0.145
H -2.089 -0.839 -3.200
C -0.094 0.252 3.848
H 0.455 3.577 1.936
P -2.335 -1.716 1.399
N -0.173 0.344 2.691
H 0.108 -0.960 5.553
H -1.974 -2.223 -0.945
H 2.301 -2.508 -1.030
H 3.165 2.066 -0.910
H -2.586 1.541 -2.589
Mg -0.217 0.177 0.580
C -0.129 -2.791 -0.004
H -1.398 2.648 -1.916
H -1.438 2.417 -3.699
H 3.678 -0.344 -0.147
H -2.754 -2.809 2.294
H -0.774 0.572 5.819
C -0.701 0.665 -2.406
H -0.836 -0.369 -4.346
C -1.542 1.906 -2.721
P -0.061 2.954 0.766
H -2.058 -3.802 -0.164
H 2.808 -0.414 -1.694
H 1.004 0.587 5.601
H 2.639 -2.115 0.664
H -0.404 -1.404 -3.031
C 2.676 -0.419 -0.599

Values from the calculation:
- ⟨S²⟩ = 0.780
- HOMO-LUMO gap (alpha / beta) (eV) = 8.134 / 5.994
- total energy (eV) = -42313.60723
- F_max (eV/A) = 2.6
- 2S+1 = 2
- total charge = +1

=====

(3)
The following is a DFT calculation (the ωB97M-V functional and the def2-TZVPD basis) of the molecule C4H7N3.

Atoms and positions in Å:
N -2.201 0.128 -0.607
H 0.084 -1.405 1.081
C -0.098 0.049 -0.630
H 1.328 1.254 -1.366
N 1.231 0.377 -0.871
H 2.389 -0.739 0.480
H 2.858 0.963 0.343
C 2.007 0.280 0.358
C -0.520 -0.764 0.456
H 1.347 0.478 1.218
H -3.117 0.374 -0.940
H -2.627 -1.009 1.150
C -1.886 -0.646 0.451
N -1.120 0.566 -1.294

Values from the calculation:
- SMILES = CNc1cc[nH]n1
- HOMO-LUMO gap (eV) = 9.197
- total energy (eV) = -8731.01741
- energy relative to the best compared isomer or geometry (same formula, charge and spin) (kJ/mol) = 63.9
- F_max (eV/A) = 0.6

=====

(4)
The following is a DFT calculation (the ωB97M-V functional and the def2-TZVPD basis) of the ion C14H27F4N4O4S with charge +1.

Atoms and positions in Å:
C 1.990 -1.852 -1.593
H 1.531 -2.844 -1.621
C -2.772 -0.264 1.392
H 3.895 -3.614 0.062
H -0.707 4.307 -0.284
H -1.129 -0.986 3.506
N 4.152 -0.776 -1.165
H 2.296 -1.581 -2.606
C -2.535 -1.654 2.024
H -0.409 -3.435 3.576
C -0.497 -1.306 -1.157
H 2.065 3.548 1.375
F -0.569 -2.315 -0.236
H -0.836 -3.187 -2.591
H 3.583 -3.697 -1.562
H 3.242 -0.729 1.113
H -3.125 0.815 -0.419
C 3.258 -1.824 -0.670
C -2.048 3.850 -1.868
H -2.234 0.504 1.954
H -3.830 -0.028 1.554
H 1.990 -1.822 1.007
S -1.064 -1.882 -2.792
H -1.455 0.405 -1.811
H -3.107 -0.923 -0.623
H -0.356 -1.803 2.132
F -2.424 2.792 -2.622
H -0.275 2.148 -2.164
C -1.209 0.022 -0.809
H -0.581 1.710 1.689
H 5.067 -1.185 -1.313
O -1.288 -3.052 3.501
C -1.214 3.412 -0.656
H -3.328 -1.838 2.759
N 0.937 -0.906 -1.207
C -0.142 2.380 -1.102
C -1.232 -1.820 2.795
C -0.095 1.032 -0.345
O 1.182 3.177 1.525
H 4.250 0.005 -0.529
C 1.118 0.319 -0.860
H 0.251 0.151 1.626
F -3.139 4.496 -1.522
H -2.640 -2.446 1.272
H 0.835 2.867 -1.017
C 0.193 1.144 1.173
O 1.452 1.750 1.445
C -2.588 -0.090 -0.128
H -2.022 3.442 1.122
N 2.937 -1.610 0.729
F -1.316 4.645 -2.662
H 2.113 0.753 -0.902
N 3.931 -3.112 -0.815
O -2.101 2.909 0.324

Values from the calculation:
- SMILES = NC(N)(N)C[N+]1=C[C@@](COO)(C[C@H](O)C(F)(F)F)[C@H](CCCCO)[C@@]1(F)S
- HOMO-LUMO gap (eV) = 8.719
- total energy (eV) = -50802.31129
- F_max (eV/A) = 0.7
- total charge = +1

=====

(5)
The following is a DFT calculation (the ωB97M-V functional and the def2-TZVPD basis) of a cluster of 2 separate species, H2N2O2S in total at a distorted geometry.

Atoms and positions in Å:
N 0.257 -0.494 -0.386
H 0.148 0.338 0.153
S -2.428 -1.233 0.105
N -2.853 0.423 -0.076
H -0.189 -0.319 -1.286
O -2.072 1.330 -0.038
O -4.070 0.425 -0.123

Values from the calculation:
- HOMO-LUMO gap (alpha / beta) (eV) = 6.884 / 6.870
- total energy (eV) = -17935.72368
- energy relative to the best compared isomer or geometry (same formula, charge and spin) (kJ/mol) = 467.9
- F_max (eV/A) = 3.5

=====

(6)
The following is a DFT calculation (the ωB97M-V functional and the def2-TZVPD basis) of a structure of composition C54H41BrClDyF6N6O5PS3 at a distorted geometry.

Atoms and positions in Å:
H -6.288 -1.189 -5.014
H -2.112 -5.513 2.653
H 1.872 -2.230 6.456
H 2.220 -0.865 3.359
O 4.824 0.841 -1.218
C -3.698 -1.229 4.781
C -6.035 -2.579 -3.321
H -2.711 -0.553 -2.681
H -1.522 -4.187 0.733
H -5.548 1.506 -1.040
C -3.540 -3.455 0.328
H -5.614 -2.803 0.488
C -2.546 2.911 -1.815
C 1.443 1.037 -4.941
H -1.043 -2.927 4.269
H -0.187 6.306 3.494
C 1.122 -0.288 -4.716
C -3.985 -2.236 -1.969
H 1.444 1.439 -5.932
H -4.261 -1.817 5.496
C -1.812 -2.145 -0.769
C -2.913 -4.962 2.177
H -5.461 -3.746 -1.609
C -3.558 -1.720 3.520
Dy 1.134 -0.484 0.111
P -1.247 1.100 1.600
H 1.041 -0.954 7.401
C 6.820 0.969 0.458
C -2.202 0.183 2.842
C 5.912 1.629 -4.377
C -3.029 -0.048 5.148
S 0.600 -2.627 2.185
S 5.960 0.069 -0.882
C -5.629 -1.557 -4.194
C 5.264 0.711 -6.544
O 4.691 -2.777 1.579
C 0.377 3.054 2.753
H -0.729 2.616 -0.733
C -4.847 -3.388 0.954
C -4.235 -5.027 2.631
H -4.474 3.045 -2.690
C -3.720 1.354 0.169
H -3.994 -2.640 3.204
C 4.878 2.516 -4.436
C -2.574 -4.183 1.073
H -4.618 -5.663 3.407
C -2.342 0.660 4.176
C 0.639 -1.976 3.750
N 3.235 3.682 -5.974
N -0.285 -2.370 4.682
F 6.097 1.322 1.534
H -2.978 3.353 2.426
H -6.954 -3.066 -3.547
H 3.757 1.809 -7.588
H 5.434 -0.047 -7.321
C 1.681 1.319 -2.583
H -4.189 0.783 0.938
C -0.894 2.659 2.397
C 1.122 -1.438 6.424
C -0.381 5.250 3.331
O 3.204 -1.254 0.425
C -1.697 4.845 3.072
Cl 1.781 1.934 2.793
H 0.929 -1.051 -5.434
C -5.188 -4.221 2.014
O 1.630 1.690 -0.204
H 2.418 0.143 5.566
C 1.983 3.530 -1.627
C 2.044 3.292 -4.024
H -6.204 -4.229 2.405
C -0.252 -1.974 6.066
H 2.336 5.151 -3.077
H 0.686 0.370 5.324
C -3.595 -1.195 -2.881
C -0.669 -1.753 -0.536
C 4.368 1.762 -6.652
C -3.914 2.642 -1.872
F 7.865 0.286 0.921
N 5.714 -1.323 -0.131
H -2.139 3.491 -2.570
H -2.493 5.551 3.210
H 2.119 4.163 -0.777
C -4.431 -0.868 -3.925
C -1.797 2.388 -0.807
H 4.724 3.179 -3.636
S 4.445 -2.015 0.396
C -5.204 -2.917 -2.246
C 1.793 2.186 -1.379
N 1.330 0.022 -2.368
C 1.019 -0.793 -3.375
C -2.357 1.636 0.235
H -1.840 1.617 4.438
H -4.071 -0.038 -4.491
C 1.735 1.890 -3.862
H 0.716 -1.849 -3.170
H 6.504 1.503 -3.512
H -0.556 -2.829 6.675
C 4.011 -3.333 -0.998
C -1.940 3.577 2.590
H -3.138 0.366 6.157
F 7.292 2.092 -0.047
N 1.531 -1.054 4.089
H 1.709 4.655 3.270
F 4.398 -2.880 -2.182
F 2.652 -3.468 -1.100
C -4.521 1.858 -0.905
N 2.303 4.012 -5.244
C 0.655 4.350 3.139
C -3.170 -2.596 -0.819
Br 7.208 -0.760 -5.179
H -1.036 -1.198 6.281
O 6.957 -0.147 -1.891
C 2.123 4.060 -2.899
C 4.142 2.644 -5.632
C 1.450 -0.401 5.391
C 6.102 0.703 -5.438
F 4.577 -4.480 -0.676
C -2.837 -0.999 2.506
H -2.816 -1.395 1.573

Values from the calculation:
- ⟨S²⟩ = 9.339
- HOMO-LUMO gap (alpha / beta) (eV) = 4.593 / 4.609
- total energy (eV) = -240590.24883
- F_max (eV/A) = 4.0
- 2S+1 = 6
- total charge = -1

=====

(7)
The following is a DFT calculation (the ωB97M-V functional and the def2-TZVPD basis) of a structure of composition C42H76CaCl2F3N4O8P at a distorted geometry.

Atoms and positions in Å:
C -4.513 4.066 6.816
H -11.042 -6.223 0.517
H 12.335 1.774 -2.040
N 7.735 1.853 -3.239
C 10.243 -0.527 -1.549
H 11.822 -3.392 -3.743
C 12.095 -1.993 -0.942
C -3.646 1.878 6.308
N -9.243 -2.424 -0.108
C 6.692 3.557 -4.900
C -9.899 -4.590 -1.414
C -5.629 2.698 0.660
H -3.185 1.639 -0.112
C -2.503 -1.350 4.460
C -4.040 2.831 7.240
H -4.967 0.380 -4.584
C 13.197 1.250 -1.623
H 1.950 2.283 -1.910
H -12.712 -5.732 0.265
H -3.413 -0.805 4.756
C -0.143 3.191 -0.353
H -2.654 -2.410 4.639
H 3.692 -3.999 0.287
H -4.484 -0.003 -0.165
H -2.394 4.535 -0.199
C 2.294 2.668 -0.947
P -8.126 3.417 -2.704
H -4.244 1.514 1.786
C -5.613 0.281 -2.547
C -11.683 -5.402 0.190
H 14.093 1.775 -1.964
H 14.116 -1.773 -1.498
C 6.311 -4.364 2.908
C 4.221 -0.645 -0.362
H 13.662 -0.697 -0.185
C -1.178 3.070 0.760
H 6.128 3.030 -5.667
H -1.039 -2.887 2.719
H -4.951 5.313 5.105
H 4.095 0.545 -2.145
H -3.272 0.917 6.633
C -5.238 1.387 1.362
C -3.342 2.647 -0.493
O 10.852 -1.432 -0.632
H -3.004 -1.356 2.362
H -3.977 2.610 8.297
O 13.215 -0.080 -2.108
H 3.671 -2.812 1.565
C 3.568 0.470 -1.196
H 10.828 0.389 -1.594
O -8.885 2.970 -3.952
H -0.816 3.541 1.675
H -11.528 -4.548 0.868
C 3.448 -1.953 -0.400
H 3.477 -2.374 -1.407
H -4.824 4.807 7.541
Cl 7.615 -5.471 3.386
C -2.557 3.627 0.385
F -0.397 -2.588 5.650
C 1.158 2.524 0.062
H -9.695 -4.399 -2.471
C -0.915 -1.813 2.594
H 1.508 2.938 1.010
H 2.542 0.164 -1.412
C -7.625 -0.977 -2.385
H -2.892 2.665 -1.492
N -7.656 -1.260 -3.659
H -1.254 0.612 3.381
F -4.272 3.652 3.234
Ca 13.150 -4.232 0.526
C -5.699 -0.005 -3.890
O 10.917 -1.546 -3.737
H 5.212 -0.849 -0.775
H 10.084 -3.443 -3.420
C -6.681 0.046 -0.270
H 2.586 3.710 -1.074
H 1.008 1.453 0.219
O -8.860 4.650 -2.190
C -11.374 -5.009 -1.243
H -1.690 -1.035 5.112
H -9.244 -5.407 -1.104
H 11.990 -2.705 -1.770
C -9.531 -3.387 -0.669
C -6.624 -0.213 -1.725
H -3.094 3.828 1.306
H 9.026 -1.700 -2.893
H -11.591 -5.855 -1.892
H 6.023 4.226 -4.364
H -0.674 -1.596 1.546
H -6.691 2.731 0.431
H 5.749 -4.827 2.107
H -5.467 3.509 1.364
H -1.265 2.002 0.969
H 12.337 -2.619 -0.076
H 2.396 -1.817 -0.147
H 13.140 1.295 -0.534
H 5.120 -2.982 0.541
F -13.153 -6.967 -1.346
C -2.172 -1.067 3.011
N -6.670 -0.749 -4.390
C 4.030 -2.999 0.554
H 10.685 -3.104 -5.060
O -1.987 0.348 2.813
H 4.364 -0.352 0.679
H -3.430 1.423 4.207
C 13.324 -1.098 -1.146
H 0.031 4.242 -0.601
H 9.304 -0.231 -1.077
H -7.293 0.939 -0.149
O -6.707 3.783 -3.127
H -6.695 -0.961 -5.374
C -5.340 0.123 0.495
H -5.907 1.251 2.214
H -0.502 2.693 -1.256
H -12.032 -4.194 -1.554
H 7.480 4.140 -5.373
C -4.592 4.356 5.460
H -5.294 2.568 -1.473
Cl 5.216 -4.019 4.242
H 9.520 -0.111 -3.457
H 3.446 1.651 0.570
H -4.815 0.884 -2.157
H -8.451 -1.385 -1.810
H -7.268 -0.768 0.157
C 3.513 1.836 -0.501
H 6.753 -3.435 2.570
H 4.434 2.388 -0.687
H -5.308 -0.734 1.164
C -3.729 2.153 4.952
C -4.200 3.390 4.557
H -0.071 -1.502 3.212
C 7.276 2.599 -3.972
O -8.160 2.315 -1.658
H -4.885 4.097 -0.802
C 9.873 -1.008 -2.942
C 10.860 -2.933 -3.995
C -4.814 3.026 -0.617

Values from the calculation:
- HOMO-LUMO gap (eV) = 2.648
- total energy (eV) = -128043.28352
- F_max (eV/A) = 2.2
- total charge = -2